# 1
A molecular structure, C50H47AsN10O2PbS4Se. Source: OMol25; level of theory: ωB97M-V with the def2-TZVPD basis set.

As for the total energy: -246383.5893 eV. The value obtained for the HOMO-LUMO gap is 6.330 eV. The energy above the lowest of the compared OMol25 structures with the same formula, charge and spin comes out at 18.33 kcal/mol.

```
! wB97M-V def2-TZVPD RIJCOSX def2/J DEFGRID3
* xyz 0 1
Pb -0.80 -0.17 0.36
N -2.68 -4.53 1.21
C -2.22 -3.34 0.72
S -2.49 -1.95 1.70
N -1.63 -3.44 -0.45
N -1.17 -2.30 -1.00
C -0.76 -2.35 -2.23
C -0.66 -3.61 -3.00
C -1.21 -3.71 -4.28
C -1.12 -4.89 -5.00
C -0.45 -5.98 -4.47
C 0.08 -5.90 -3.19
C -0.04 -4.74 -2.45
C -0.51 -1.07 -2.92
C 0.21 -1.01 -4.11
C 0.24 0.16 -4.84
C -0.46 1.26 -4.36
C -1.08 1.15 -3.12
N -1.09 0.03 -2.41
H -3.29 -4.50 2.00
H -2.73 -5.30 0.57
H -1.72 -2.85 -4.70
H -1.56 -4.95 -5.99
H -0.36 -6.89 -5.04
H 0.59 -6.76 -2.77
H 0.35 -4.69 -1.45
H 0.73 -1.89 -4.46
H 0.79 0.22 -5.76
H -0.51 2.18 -4.91
H -1.61 1.99 -2.70
Se -1.82 5.10 6.99
N -1.97 5.31 5.25
C -1.66 4.17 4.68
C -1.72 3.94 3.26
C -2.13 4.92 2.36
C -2.25 4.61 1.03
C -1.94 3.31 0.63
N -1.53 2.37 1.46
C -1.41 2.66 2.76
C -0.99 1.58 3.68
N -0.66 0.39 3.16
C -0.35 -0.61 3.98
C -0.33 -0.48 5.37
C -0.62 0.74 5.91
C -0.96 1.80 5.07
C -1.30 3.11 5.58
N -1.33 3.41 6.86
H -2.36 5.91 2.73
H -2.61 5.33 0.30
H -2.05 3.01 -0.41
H -0.13 -1.55 3.50
H -0.09 -1.34 5.99
H -0.60 0.91 6.98
O 1.53 0.23 -0.42
C 2.47 1.20 -0.69
C 2.11 2.34 -1.68
C 2.70 2.71 -2.85
C 2.21 3.93 -3.38
C 1.26 4.50 -2.60
S 0.97 3.55 -1.20
C 2.80 2.00 0.58
C 2.08 2.01 1.73
C 2.53 2.97 2.67
C 3.58 3.70 2.22
S 4.04 3.20 0.63
C 3.71 0.49 -1.25
C 4.97 0.35 -0.75
C 5.79 -0.53 -1.51
C 5.14 -1.06 -2.57
S 3.52 -0.49 -2.66
H 3.49 2.14 -3.32
H 2.57 4.36 -4.31
H 0.73 5.42 -2.75
H 1.25 1.34 1.90
H 2.08 3.12 3.65
H 4.12 4.49 2.70
H 5.32 0.86 0.14
H 6.82 -0.75 -1.26
H 5.51 -1.74 -3.32
N -5.83 4.24 -3.28
C -5.24 4.32 -2.06
O -4.97 5.38 -1.52
C -4.95 3.00 -1.41
C -5.10 2.87 -0.03
C -4.74 1.68 0.56
N -4.25 0.64 -0.11
C -4.11 0.76 -1.43
C -4.45 1.92 -2.12
H -6.06 5.10 -3.76
H -6.15 3.38 -3.67
H -5.49 3.70 0.55
H -4.83 1.54 1.64
H -3.70 -0.10 -1.94
H -4.29 1.98 -3.19
C 3.77 -1.12 2.19
C 2.70 -2.14 2.55
As 1.28 -2.38 1.18
C 2.43 -2.88 -0.33
C 3.19 -4.20 -0.25
C 0.79 -4.21 1.80
C 0.18 -4.28 3.20
H 4.42 -0.91 3.05
H 3.32 -0.19 1.87
H 4.40 -1.47 1.37
H 2.20 -1.83 3.48
H 3.16 -3.11 2.73
H 3.13 -2.05 -0.40
H 1.82 -2.84 -1.23
H 3.72 -4.30 0.69
H 3.92 -4.25 -1.06
H 2.52 -5.05 -0.36
H 1.69 -4.82 1.77
H 0.08 -4.62 1.09
H 0.88 -3.89 3.95
H -0.03 -5.32 3.46
H -0.75 -3.72 3.25
*
```



# 2
A molecular structure, C50H47N5OOsTe. Source: OMol25; level of theory: ωB97M-V with the def2-TZVPD basis set.

As for the total energy: -71866.9147 eV. The value obtained for the HOMO-LUMO gap (spin up / spin down) is 5.365 / 5.548 eV. The energy above the lowest of the compared OMol25 structures with the same formula, charge and spin comes out at 8.66 kcal/mol.

```
! wB97M-V def2-TZVPD RIJCOSX def2/J DEFGRID3
* xyz 1 2
Os 1.20 1.06 2.29
C 3.35 1.91 -1.52
C 2.65 1.23 -0.51
N 2.12 1.83 0.53
C 2.22 3.21 0.61
C 2.90 3.96 -0.36
C 3.48 3.26 -1.44
C 2.99 5.36 -0.19
C 2.46 5.95 0.91
C 1.76 5.19 1.88
C 1.61 3.85 1.72
N 0.95 2.95 2.58
C -0.03 3.27 3.55
C -0.77 4.42 3.65
C -1.73 4.56 4.68
C -1.93 3.57 5.60
C -1.23 2.34 5.48
C -1.41 1.24 6.35
C -0.71 0.09 6.13
C 0.17 0.01 5.04
N 0.36 1.02 4.21
C -0.31 2.20 4.44
H 3.77 1.34 -2.34
H 2.53 0.16 -0.57
H 4.02 3.81 -2.21
H 3.52 5.95 -0.94
H 2.57 7.02 1.06
H 1.41 5.67 2.79
H -0.67 5.19 2.90
H -2.30 5.47 4.74
H -2.66 3.68 6.39
H -2.11 1.32 7.17
H -0.82 -0.77 6.78
H 0.73 -0.90 4.84
N -1.13 1.02 1.45
C -2.16 0.04 1.27
C -3.37 0.46 0.75
C -4.35 -0.43 0.35
C -4.07 -1.79 0.43
C -2.89 -2.21 1.00
C -1.92 -1.32 1.50
C -0.90 -1.97 2.40
C -1.49 -2.91 3.27
C -0.79 -3.85 3.99
C 0.59 -3.91 3.84
C 1.21 -2.94 3.08
C 0.51 -1.92 2.41
H -1.55 1.94 1.60
H -0.62 1.07 0.57
H -3.54 1.53 0.63
H -5.28 -0.07 -0.06
H -4.79 -2.52 0.07
H -2.69 -3.27 1.07
H -2.57 -2.89 3.36
H -1.31 -4.54 4.64
H 1.18 -4.68 4.32
H 2.29 -2.94 3.03
C 3.86 -0.78 1.73
C 2.53 -1.34 1.26
O 2.46 -2.14 0.37
N 1.36 -0.88 1.93
Te 0.10 -1.03 -1.31
C -1.31 -2.32 -2.23
C -1.23 -3.69 -1.94
C -0.14 -4.30 -1.08
C -2.18 -4.55 -2.50
C -3.19 -4.09 -3.32
C -4.23 -5.02 -3.89
C -3.25 -2.72 -3.59
C -2.33 -1.83 -3.06
C -2.48 -0.36 -3.36
C 0.92 -0.10 -3.04
C 1.70 -0.87 -3.91
C 1.86 -2.36 -3.75
C 2.37 -0.24 -4.96
C 2.30 1.13 -5.16
C 3.07 1.80 -6.27
C 1.52 1.88 -4.29
C 0.82 1.29 -3.23
C -0.01 2.20 -2.36
H 4.53 -0.63 0.88
H 4.31 -1.53 2.38
H 3.76 0.14 2.30
H 0.21 -3.63 -0.30
H 0.72 -4.56 -1.70
H -0.50 -5.22 -0.61
H -2.11 -5.61 -2.27
H -4.00 -6.06 -3.65
H -4.28 -4.92 -4.98
H -5.21 -4.78 -3.49
H -4.04 -2.34 -4.23
H -3.43 -0.17 -3.86
H -1.67 -0.02 -4.02
H -2.44 0.22 -2.44
H 2.17 -2.61 -2.73
H 2.60 -2.75 -4.44
H 0.91 -2.87 -3.93
H 2.98 -0.84 -5.63
H 3.53 1.06 -6.93
H 3.85 2.44 -5.87
H 2.41 2.43 -6.87
H 1.44 2.95 -4.43
H -0.43 3.01 -2.96
H 0.59 2.66 -1.57
H -0.84 1.65 -1.90
*
```